a.
C4H10 | ωB97M-V/def2-TZVPD

Each line ends with the natural charge from an NBO analysis.
Element x y z (Å)
1 C 1.5452 -0.4310 0.5446  -0.598
2 C 0.2288 0.0710 0.9252  -0.411
3 C -0.4826 0.7527 -0.2766  -0.413
4 C -1.3272 -0.2541 -1.1119  -0.591
5 H 2.2014 -1.0341 1.2774  0.205
6 H 2.0662 0.2822 0.2432  0.188
7 H 1.6361 -1.2678 -0.1063  0.212
8 H -0.5189 -0.5925 1.3737  0.206
9 H 0.2725 0.7854 1.7567  0.207
10 H 0.1731 1.1334 -0.8946  0.191
11 H -0.9798 1.7355 -0.1290  0.206
12 H -0.5262 -1.3286 -1.4353  0.180
13 H -2.2176 -0.6729 -0.5756  0.201
14 H -1.8925 0.1279 -1.9975  0.215

The gap between HOMO and LUMO is 0.4392 Ha. As for the HOMO energy: -10.7 eV.


b.
C4H10 | ωB97M-V/def2-TZVPD

Each line ends with the natural charge from an NBO analysis.
Element x y z (Å)
1 C -1.4720 -0.1117 -0.9850  -0.557
2 C -0.9034 -0.1864 0.3832  -0.215
3 C -0.6088 0.8684 1.1582  -0.455
4 C 2.0984 -0.4702 -0.2406  -0.858
5 H -2.2826 -0.8627 -1.1844  0.246
6 H -1.1415 0.6751 -1.6522  0.233
7 H -0.6746 -1.2123 0.7201  0.208
8 H 2.9080 -1.1842 -0.1488  0.211
9 H -0.1105 0.7829 2.1200  0.199
10 H -2.7045 0.5651 -0.0735  0.154
11 H -0.5462 1.8613 0.7449  0.189
12 H 2.4562 0.4729 -0.6547  0.213
13 H 1.5995 -0.1652 0.6732  0.227
14 H 1.3819 -1.0329 -0.8604  0.206

The gap between HOMO and LUMO is 0.3278 Ha. As for the HOMO energy: -8.4 eV.


c.
C4H10 | ωB97M-V/def2-TZVPD

Each line ends with the natural charge from an NBO analysis.
Element x y z (Å)
1 C -1.2158 -0.4063 -0.2221  -0.322
2 C 0.8018 -0.6441 0.2772  -0.450
3 C 1.6687 0.1802 -0.6428  -0.643
4 C -1.1784 0.6298 0.6944  -0.415
5 H -1.6764 -1.3412 0.0726  0.214
6 H -1.1554 -0.1752 -1.2786  0.212
7 H 0.8181 -1.7124 0.0562  0.195
8 H 1.0263 -0.5139 1.3364  0.191
9 H 1.6095 1.2476 -0.4090  0.197
10 H 1.3766 0.0548 -1.6902  0.204
11 H 2.7276 -0.1028 -0.5760  0.213
12 H -0.7555 1.5842 0.4070  0.218
13 H -1.3061 0.4094 1.7467  0.220
14 H -2.7408 0.7900 0.2282  -0.033

The gap between HOMO and LUMO is 0.3066 Ha. As for the HOMO energy: -7.3 eV.


Quick one: least stable of them? c


a.
C23H24CsI2N6OS | ωB97M-V/def2-TZVPD

Each line ends with the Mulliken charge.
Element x y z (Å)
1 Cs 0.1074 -1.0998 0.4656  1.154
2 I -4.2866 -0.1701 7.5871  -0.016
3 C -3.2852 -0.6872 5.8392  -0.334
4 C -3.3828 -1.9786 5.3371  -0.431
5 C -2.7115 -2.3007 4.1712  -0.350
6 I -2.8694 -4.2390 3.4275  -0.018
7 C -1.9117 -1.3774 3.4302  0.274
8 O -1.2989 -1.6778 2.3553  -0.849
9 C -1.8453 -0.0608 3.9959  0.312
10 C -1.0370 1.0098 3.3110  -0.779
11 N -1.6823 1.4923 2.0825  -0.121
12 C -1.2152 2.8030 1.6784  -0.620
13 C -1.5220 3.0951 0.2297  0.367
14 C -2.2189 4.2339 -0.1500  -0.708
15 C -2.4262 4.4795 -1.4988  -0.337
16 C -1.9220 3.5830 -2.4225  -0.819
17 C -1.2359 2.4702 -1.9498  -0.152
18 N -1.0469 2.2173 -0.6578  0.000
19 C -2.5169 0.2553 5.1675  -0.363
20 H -3.9753 -2.7283 5.8439  0.324
21 H -0.0409 0.6494 3.0313  0.309
22 H -0.8824 1.8232 4.0350  0.387
23 H -2.6857 1.4771 2.2099  0.256
24 H -0.1274 2.8132 1.7895  0.332
25 H -1.6008 3.6192 2.3072  0.294
26 H -2.5924 4.9115 0.6077  0.346
27 H -2.9703 5.3593 -1.8207  0.391
28 H -2.0483 3.7320 -3.4871  0.399
29 H -0.8170 1.7478 -2.6422  0.445
30 H -2.4310 1.2625 5.5612  0.319
31 C 5.3253 -2.7660 1.6927  -0.943
32 C 5.6403 -1.5431 0.8438  -0.563
33 N 4.9513 -1.5397 -0.4288  -0.224
34 C 3.6787 -1.0236 -0.6178  0.133
35 S 3.0746 0.1406 0.5087  -0.571
36 N 3.1701 -1.4897 -1.7567  -0.860
37 N 1.8765 -1.1676 -2.0461  0.584
38 C 1.5671 -1.2056 -3.2925  0.189
39 C 2.5383 -1.4621 -4.4079  -1.452
40 C 0.1336 -0.9563 -3.6570  0.467
41 C -0.2161 -0.7546 -4.9963  -0.486
42 C -1.5364 -0.5127 -5.3373  -0.543
43 C -2.4962 -0.4794 -4.3412  -0.550
44 C -2.0678 -0.6925 -3.0387  -0.406
45 N -0.8056 -0.9255 -2.6995  -0.026
46 H 5.8626 -2.7320 2.6444  0.358
47 H 5.6066 -3.6928 1.1851  0.295
48 H 4.2566 -2.8114 1.9091  0.197
49 H 6.7172 -1.4624 0.6680  0.286
50 H 5.3346 -0.6384 1.3636  0.322
51 H 5.0948 -2.3362 -1.0330  0.272
52 H 3.5023 -1.7270 -3.9865  0.387
53 H 2.6664 -0.5733 -5.0345  0.284
54 H 2.1940 -2.2672 -5.0642  0.340
55 H 0.5421 -0.7796 -5.7651  0.322
56 H -1.8099 -0.3530 -6.3738  0.409
57 H -3.5408 -0.2951 -4.5540  0.401
58 H -2.7814 -0.6693 -2.2194  0.364

The gap between HOMO and LUMO is 0.2391 Ha. Its charge is -1. As for the HOMO energy: -4.4 eV.


b.
C23H24CsI2N6OS | ωB97M-V/def2-TZVPD

Each line ends with the natural charge from an NBO analysis.
Element x y z (Å)
1 Cs 0.3033 -0.2701 -0.1485  0.950
2 I -0.1063 -4.0237 7.7316  0.066
3 C 0.0867 -3.5311 5.7049  -0.231
4 C -0.6087 -4.2534 4.7485  -0.253
5 C -0.4706 -3.9154 3.4160  -0.278
6 I -1.5029 -5.0053 1.9592  0.081
7 C 0.3492 -2.8469 2.9489  0.436
8 O 0.4619 -2.5216 1.7284  -0.833
9 C 1.0548 -2.1439 3.9879  -0.167
10 C 1.9653 -1.0317 3.5506  -0.225
11 N 1.2550 0.1185 2.9584  -0.627
12 C 1.3003 1.3225 3.7539  -0.244
13 C 0.5789 2.4862 3.1056  0.218
14 C 0.4083 3.6712 3.8208  -0.260
15 C -0.2165 4.7408 3.2092  -0.170
16 C -0.6595 4.6014 1.9012  -0.274
17 C -0.4617 3.3862 1.2689  0.043
18 N 0.1413 2.3490 1.8577  -0.454
19 C 0.9167 -2.4837 5.3186  -0.218
20 H -1.2522 -5.0733 5.0373  0.222
21 H 2.6633 -1.4241 2.8048  0.202
22 H 2.5529 -0.6896 4.4078  0.177
23 H 0.2889 -0.1446 2.8043  0.367
24 H 2.3495 1.6131 3.8781  0.198
25 H 0.8983 1.1951 4.7739  0.172
26 H 0.7642 3.7402 4.8417  0.210
27 H -0.3579 5.6719 3.7445  0.208
28 H -1.1509 5.4116 1.3802  0.217
29 H -0.7859 3.2261 0.2435  0.232
30 H 1.4710 -1.9291 6.0678  0.206
31 C 0.9838 3.0520 -6.3592  -0.621
32 C 1.5193 3.4363 -4.9828  -0.213
33 N 0.5653 3.2433 -3.9135  -0.623
34 C 0.2179 2.0091 -3.4191  0.302
35 S -1.1453 1.9899 -2.3585  -0.541
36 N 0.9537 1.0162 -3.8748  -0.520
37 N 0.7490 -0.1922 -3.2760  -0.227
38 C 1.1331 -1.2103 -3.9551  0.165
39 C 1.7008 -1.1109 -5.3450  -0.686
40 C 0.9554 -2.5485 -3.3353  0.177
41 C 0.7870 -3.6874 -4.1252  -0.260
42 C 0.5790 -4.9112 -3.5114  -0.173
43 C 0.5459 -4.9785 -2.1286  -0.277
44 C 0.7301 -3.8015 -1.4154  0.043
45 N 0.9376 -2.6255 -1.9999  -0.451
46 H 1.7448 3.2033 -7.1291  0.193
47 H 0.1099 3.6537 -6.6177  0.193
48 H 0.6927 2.0021 -6.3549  0.226
49 H 1.8140 4.4890 -4.9735  0.179
50 H 2.4063 2.8440 -4.7582  0.208
51 H -0.1152 3.9595 -3.7308  0.396
52 H 2.3052 -0.2078 -5.4146  0.247
53 H 0.9058 -1.0151 -6.0906  0.219
54 H 2.3063 -1.9820 -5.5947  0.202
55 H 0.7939 -3.6081 -5.2036  0.212
56 H 0.4340 -5.8016 -4.1115  0.205
57 H 0.3777 -5.9098 -1.6053  0.218
58 H 0.7012 -3.7901 -0.3286  0.236

The gap between HOMO and LUMO is 0.2447 Ha. Its charge is -1. As for the HOMO energy: -4.5 eV.


Quick one: least stable of them? a


a.
C3H6N2O2S | ωB97M-V/def2-TZVPD

Each line ends with the natural charge from an NBO analysis.
Element x y z (Å)
1 C -0.1580 0.7050 -1.2653  0.356
2 C 1.2602 0.4521 -0.8224  -0.648
3 C -1.3807 -0.4283 0.5703  -0.426
4 N -0.2739 1.5550 -2.2287  -0.212
5 N -1.2146 0.0903 -0.7448  -0.550
6 O -3.4085 2.2648 -0.7582  -0.846
7 O -1.5939 1.9817 -2.4676  -0.582
8 S -2.8484 1.3333 -1.6884  1.596
9 H 1.3757 -0.5396 -0.3932  0.216
10 H 1.5341 1.2007 -0.0769  0.235
11 H 1.9164 0.5590 -1.6821  0.252
12 H -1.8265 0.3218 1.2301  0.200
13 H -2.0457 -1.2930 0.5341  0.204
14 H -0.4189 -0.7378 0.9856  0.206

The gap between HOMO and LUMO (spin up / spin down) is 0.2977 / 0.2978 Ha. As for the HOMO energy (spin up / spin down): -8.8 / -8.8 eV.


b.
C3H6N2O2S | ωB97M-V/def2-TZVPD

Each line ends with the natural charge from an NBO analysis.
Element x y z (Å)
1 C 1.6585 -0.6385 2.0113  -0.266
2 C -0.3083 -0.2325 0.7442  0.477
3 C 0.3216 0.2649 -1.5468  0.680
4 H 2.0325 0.3845 1.8131  0.186
5 H 1.9213 -0.9187 3.0449  0.211
6 H 2.0337 -1.3316 1.2626  0.204
7 H 2.0578 1.3836 -1.2447  0.395
8 H 1.4474 1.3460 -2.8176  0.404
9 H -1.4325 -0.4181 -1.8910  0.375
10 N 1.4530 0.9109 -1.9319  -0.823
11 N -0.7027 0.1750 -2.2994  -0.701
12 O 0.1943 -0.6509 1.8918  -0.483
13 O 0.5732 -0.3259 -0.2671  -0.543
14 S -1.8427 0.2128 0.5751  -0.116

The gap between HOMO and LUMO is 0.3405 Ha. As for the HOMO energy: -8.7 eV. Its SMILES is [H]/N=C(/N)OC(=S)OC.


c.
C3H6N2O2S | ωB97M-V/def2-TZVPD

Each line ends with the natural charge from an NBO analysis.
Element x y z (Å)
1 C -1.5167 1.6211 -0.4307  0.155
2 C -0.2207 1.0334 -0.0307  -0.307
3 C 0.3706 -1.3641 0.3303  0.087
4 N -2.5584 0.9778 -0.5229  -0.568
5 N -0.5967 -0.3277 0.3166  -0.668
6 O 1.0730 -1.5198 -0.9029  -0.724
7 O -3.0307 -1.2161 0.7920  -0.911
8 S -2.2027 -0.7589 -0.2772  1.503
9 H -1.4175 2.6318 -0.4705  0.175
10 H 0.4190 1.3145 -0.8773  0.225
11 H 0.1042 1.6379 0.8576  0.213
12 H 0.5748 -2.1990 -1.3482  0.471
13 H 1.0564 -1.2753 1.1326  0.182
14 H -0.3211 -2.2196 0.4776  0.164

The gap between HOMO and LUMO is 0.3667 Ha. As for the HOMO energy: -9.4 eV.


Quick one: least stable of them? a